Density functional theory data (ωB97M-V/def2-TZVPD) for a cluster of 3 separate species, C5H13NO2 in total at a distorted geometry.

Properties
Relative energy (zero: lowest compared OMol25 entry of this formula, charge and spin): 72.5 kcal/mol
Kohn-Sham gap: 0.3057 Ha

The geometry in XYZ format:
```
21
Properties=species:S:1:pos:R:3:forces:R:3:mulliken_charge:R:1
O -1.1611 5.1887 -0.0986 -0.08 0.81 0.09 -0.621
O -2.8107 1.7355 3.8657 -1.05 0.31 0.49 -0.624
N 0.5609 -0.3290 -1.1123 0.04 -0.86 0.24 -0.226
C 0.6166 -2.3625 0.3865 -0.50 -0.84 -0.62 0.191
C 1.2209 -1.0850 -0.0710 1.47 1.37 0.89 -0.847
C -0.0212 -0.2262 -3.4485 -0.48 -0.43 0.20 -0.812
C 0.6723 -0.7478 -2.4324 0.03 0.60 -0.40 0.075
C 0.9513 -3.1321 1.4022 0.97 -0.87 1.39 -0.861
H -0.3216 0.0498 -0.7978 0.00 0.06 -0.40 0.261
H -0.9088 0.3498 -3.2300 0.06 0.44 0.03 0.212
H -0.8231 5.6697 0.6617 -0.08 0.39 -0.04 0.319
H 2.2915 -1.2396 -0.2893 -0.37 -0.23 -0.73 0.325
H 0.1377 -0.4291 -4.4965 0.23 -0.35 0.14 0.263
H -0.1026 -2.7865 -0.3141 -0.23 0.22 0.13 0.257
H -0.9078 4.3076 0.1224 0.16 -1.20 -0.07 0.302
H -1.9954 1.4991 3.4667 1.13 -0.44 -0.62 0.303
H 0.5606 -4.1133 1.6609 -0.72 0.14 -0.81 0.248
H 1.4769 -1.4598 -2.5856 0.10 0.14 -0.08 0.284
H 1.7547 -3.0076 2.1346 -0.02 1.05 -0.36 0.238
H -2.5838 2.4618 4.4492 -0.08 0.13 0.14 0.321
H 1.3925 -0.3433 0.7261 -0.58 -0.45 0.38 0.393
```
Forces are in eV/Å.

Density functional theory data (ωB97M-V/def2-TZVPD) for a cluster of 2 separate species, C4H11NP in total at a distorted geometry.

Properties
Relative energy (zero: lowest compared OMol25 entry of this formula, charge and spin): 80.5 kcal/mol
Total charge: +1
Kohn-Sham gap: 0.3298 Ha

The geometry in XYZ format:
```
17
Properties=species:S:1:pos:R:3:forces:R:3:mulliken_charge:R:1
P -0.4567 -1.8576 0.9911 0.40 1.95 -1.38 0.242
N 0.2116 0.9919 -0.8353 -2.32 -0.06 -1.94 -0.153
C 0.8409 0.2183 0.2698 -4.28 -0.49 2.03 -0.811
C -0.2647 2.0916 0.1717 1.76 -0.66 0.33 -0.421
C -0.5197 -2.6229 -0.7098 2.28 -3.22 4.18 -0.967
C 0.6809 1.4348 1.1877 3.14 0.14 -0.19 -0.336
H -0.3599 -1.9590 -1.4219 0.31 2.92 -3.50 0.324
H 0.1725 3.0912 -0.0687 -1.56 -0.65 -0.29 0.325
H 0.8207 1.3290 -1.5951 0.04 0.00 0.48 0.350
H 1.7136 1.9730 1.4141 -2.13 -0.77 -0.81 0.243
H 1.7056 -0.2805 0.0915 2.59 -1.08 -0.78 0.526
H -1.3134 1.8528 0.4425 0.59 1.01 -0.59 0.316
H 0.2952 -3.3844 -0.7405 -0.29 0.68 -0.15 0.304
H 0.2963 1.2169 2.1274 -0.87 -0.28 1.67 0.270
H -1.3782 -3.2081 -0.7915 -1.77 -0.52 -0.36 0.382
H -0.6188 0.5407 -1.3446 1.53 0.56 0.92 0.350
H -1.8262 -1.4279 0.8117 0.59 0.48 0.39 0.056
```
Forces are in eV/Å.

Question: Which value of relative energy (zero: lowest compared OMol25 entry of this formula, charge and spin) does entry 2 give?
Answer: 80.5 kcal/mol